Below is a molecular structure, C73H72BrGe2N6RuS4 in a non-equilibrium geometry, with properties calculated with wB97M-V/def2-TZVPD.

```
159
Properties=species:S:1:pos:R:3
C -0.80 3.15 2.06
H -2.27 5.66 0.28
H -0.91 2.00 6.44
H -0.96 -6.10 -1.15
C -1.96 -0.32 -4.80
N 1.35 -1.96 1.17
C 4.55 1.39 3.27
C -1.45 4.07 4.17
H 2.61 3.05 4.87
C 1.60 4.74 -3.74
C 2.48 0.30 3.75
H -4.75 1.38 -0.94
H 2.25 4.63 2.12
C -2.63 -4.53 1.31
C -2.06 -4.38 -2.92
H -5.38 -3.87 -1.92
H 8.96 -2.48 -2.54
C -4.09 2.13 -2.83
H 9.22 -3.44 -1.09
H 9.68 -1.74 -1.11
H 2.80 -2.90 -3.23
C -3.38 1.47 3.00
S -1.31 1.66 -1.42
H -3.68 -1.74 1.65
H -0.92 4.86 -2.81
H -1.55 2.18 -5.73
C -0.23 4.36 1.70
C 2.63 -0.50 2.62
S -1.47 -0.43 1.17
Br 1.50 -5.29 -4.38
H -3.67 3.38 2.05
C -2.19 1.78 3.67
C 2.73 -3.63 -2.43
H 8.02 -2.51 1.10
C 1.66 4.54 0.05
C 2.14 -5.83 -1.66
H -0.06 -6.42 1.54
C 3.73 -0.32 1.76
H 0.19 6.36 2.32
H 1.74 -6.81 -1.83
C 3.42 1.27 4.08
N 4.47 -0.58 -2.28
H 1.61 0.35 -3.26
C -4.22 -2.61 1.26
C -1.15 -6.56 1.49
C -3.75 3.32 -3.45
C 2.66 0.16 -3.17
H 0.09 -3.50 0.49
C -2.10 4.82 -0.39
C -5.00 -2.89 -2.16
N 3.14 -0.49 -2.12
H -2.21 -0.70 5.96
C 1.16 4.70 -2.31
H -1.50 -3.49 -3.23
H 3.11 3.43 1.15
C -2.58 0.96 -4.33
C -3.90 2.32 1.88
N 1.68 -1.52 2.39
H 3.48 5.15 0.96
H 2.68 4.68 -3.82
C 8.93 -2.46 -1.46
H -5.08 3.10 -1.20
H -0.11 0.51 6.00
C 0.51 -2.98 1.33
C -5.23 -0.79 -3.28
H -2.82 -4.60 2.37
H 3.62 1.02 -4.97
H -5.78 -0.13 -3.94
Ru 2.13 -1.20 -0.51
C -0.59 1.40 5.59
H -1.96 3.95 5.12
C -3.04 -3.46 -0.79
C -0.25 5.42 2.61
C -3.51 0.94 -3.28
C -3.29 -1.22 -1.94
C -2.21 -4.39 -1.43
N 3.82 -0.93 0.54
C -5.05 2.12 -1.68
C -2.52 -0.10 5.12
C 7.58 -2.07 -0.95
N 3.19 -3.27 -1.23
H -1.44 4.69 -5.44
H 4.15 2.60 5.59
S 0.21 -1.76 -1.81
C -4.47 -1.66 4.83
C 3.20 2.20 5.22
Ge -0.50 1.63 0.74
C -5.73 -2.04 -2.98
H -1.52 -5.26 -3.26
H 6.81 -1.59 -2.87
H -1.38 -0.16 -5.70
C 2.07 4.63 -1.27
H -4.71 -3.10 2.10
H -0.32 -3.94 3.14
H -4.97 2.20 1.78
C -1.59 -5.37 -0.66
H -3.99 -2.56 4.43
C -0.83 5.26 3.85
C -3.68 -0.45 4.44
H 5.80 -1.87 1.93
H -3.05 4.71 -6.14
C 5.04 -1.27 0.02
H 5.55 0.77 1.49
H 5.85 0.09 -3.76
C 3.18 -4.19 -0.26
H -5.48 -1.61 4.44
H -0.83 6.07 4.57
H -4.51 -1.76 5.91
Ge -1.55 -0.61 -1.13
C -2.26 2.16 -4.92
H -1.34 -7.52 1.02
C -1.79 -5.45 0.71
H 3.61 -3.90 0.69
H -3.03 -4.35 -3.40
H 1.26 5.66 -4.21
C 4.71 0.62 2.15
C -0.64 4.69 -0.70
H -4.99 -2.25 0.57
H 0.14 1.97 5.02
H 3.13 4.61 -1.49
C 2.67 -5.47 -0.42
C -3.27 -3.54 0.58
H -5.02 0.12 2.86
H -2.48 3.92 0.11
C -1.78 1.01 4.76
H -4.21 4.24 -3.12
H 1.18 -2.07 4.39
C -1.45 2.99 3.28
C -3.78 -2.49 -1.63
H 1.16 3.90 -4.29
H 1.60 0.17 4.36
C 0.29 -3.20 2.69
C 6.59 -1.61 -1.81
H -1.29 -0.72 -4.03
C -2.84 3.36 -4.50
H -3.44 2.03 0.93
C 6.04 -1.77 0.88
S 1.63 1.27 0.29
H -6.68 -2.36 -3.38
C 7.28 -2.15 0.41
H 2.67 1.72 6.03
H -2.68 4.96 -1.30
H -2.72 -1.07 -5.00
H -6.05 1.87 -2.02
C 2.18 -4.88 -2.67
C 4.83 0.02 -3.43
C 0.29 4.53 0.33
H 2.70 -6.18 0.39
C 2.68 4.44 1.15
C 1.05 -2.24 3.34
H -1.53 -6.59 2.51
C -4.00 -0.37 -2.78
C -4.10 0.36 3.39
C -2.51 4.64 -5.20
H -2.78 5.50 -4.60
H 5.30 2.14 3.51
C 3.69 0.50 -4.04
C 5.35 -1.18 -1.35
C -0.20 4.76 -2.01
```

Results
Largest force on an atom (eV/A): 1.61
Highest occupied orbital energy (alpha / beta) (hartree): -0.3516 / -0.3539
Gap between HOMO and LUMO (alpha / beta) (Ha): 0.2835 / 0.1811
Net charge: +1
Total energy (hartree): -11569.027906
Multiplicity: 5
Relative energy (zero: lowest compared OMol25 entry of this formula, charge and spin) (eV): 0.000